No. 1
A cluster of 9 separate species, C66H55Cl2N4O16PS2 in total. Source: the OMol25 dataset; level of theory: wB97M-V/def2-TZVPD.

Geometry as XYZ:
```
146
Properties=species:S:1:pos:R:3
C 3.60468 3.35579 -5.05818
C 4.07545 4.90273 -5.27358
C 2.75948 5.66372 -5.87910
C 1.65168 5.91412 -4.72433
C 0.55870 4.71810 -4.62630
N 0.59052 3.98070 -3.40051
C -0.40123 2.94516 -3.48886
C -0.53913 2.00365 -2.21375
C -1.54735 0.82306 -2.12961
N -1.56321 0.02090 -0.87044
C -1.80559 0.88820 0.09353
S -1.49824 2.07943 1.23479
C -2.48827 0.48991 -3.37694
N -3.43901 -0.61997 -3.29008
C -4.86829 -0.15771 -3.18979
C -5.04197 1.31531 -2.54598
C -2.35464 1.41663 -4.61262
P -3.45854 1.05730 -6.11512
S -2.31946 0.77970 -7.70493
C -1.34630 2.63724 -4.66916
N -1.35526 3.43477 -5.86018
C -0.39407 4.49265 -5.84289
C -0.35944 5.38294 -7.19841
Cl -0.57184 7.17835 -6.90664
C -1.56951 4.93735 -8.20085
C -3.02673 5.36951 -7.67936
Cl -1.36796 5.70640 -9.88940
H 3.22155 3.26259 -3.96938
H 4.43162 2.59795 -5.31555
H 2.69963 3.10947 -5.74276
H 4.82776 4.88466 -6.14494
H 4.47326 5.39542 -4.32490
H 2.40384 5.00381 -6.73879
H 3.09045 6.72148 -6.22026
H 1.15100 6.95113 -4.78988
H 2.25088 5.94288 -3.73077
H 0.11912 2.18830 -1.28856
H -3.20135 -1.24570 -2.49559
H -5.37931 -0.26321 -4.21420
H -5.42051 -0.88572 -2.47581
H -4.89693 2.14387 -3.33246
H -4.36788 1.49231 -1.62668
H -6.12222 1.41656 -2.14731
H -4.37451 2.11519 -6.41911
H -4.11639 -0.21268 -5.89216
H 0.60220 5.18970 -7.81322
H -1.56688 3.81085 -8.37963
H -3.62207 5.93218 -8.49736
H -3.61882 4.38294 -7.52258
H -3.04211 5.90010 -6.66784
C -8.86478 3.92990 -0.49459
C -9.29439 4.52805 0.61741
C -8.34481 5.05613 1.61983
O -8.73561 5.60004 2.63527
C -6.90153 4.89701 1.34124
C -6.47218 4.29886 0.22920
C -7.42175 3.77097 -0.77290
O -7.02980 3.22628 -1.78966
H -9.54599 3.53676 -1.23891
H -10.34763 4.65327 0.83615
H -6.22020 5.29007 2.08544
H -5.41876 4.17357 0.01027
C -0.91923 -3.77532 -8.49672
C -1.65576 -2.98890 -7.71018
C -2.06611 -3.42446 -6.35891
O -2.74055 -2.70834 -5.64086
C -1.62761 -4.76384 -5.91189
C -0.89118 -5.54998 -6.69818
C -0.48070 -5.11435 -8.05020
O 0.19312 -5.83095 -8.76745
H -0.61046 -3.47257 -9.48946
H -1.98479 -2.00482 -8.02153
H -1.93655 -5.06653 -4.91900
H -0.56238 -6.53373 -6.38658
C -2.53657 -2.23570 1.63363
C -2.49167 -1.90391 2.92425
C -2.74078 -2.90479 3.98222
O -2.70103 -2.60160 5.16205
C -3.03993 -4.28774 3.55455
C -3.08581 -4.61964 2.26370
C -2.83663 -3.61835 1.20551
O -2.87570 -3.92010 0.02722
H -2.35680 -1.51568 0.84623
H -2.27281 -0.89555 3.25426
H -3.21837 -5.00857 4.34268
H -3.30434 -5.62762 1.93376
C 0.55782 -4.08228 5.30623
C 1.02218 -3.98482 6.55324
C 1.91258 -5.02020 7.12132
O 2.33678 -4.93473 8.25988
C 2.26857 -6.16363 6.25408
C 1.80320 -6.25952 5.00795
C 0.91309 -5.22551 4.43993
O 0.48922 -5.31142 3.29987
H -0.09520 -3.33431 4.87421
H 0.76933 -3.14810 7.20231
H 2.92249 -6.91152 6.68497
H 2.05392 -7.09021 4.36052
C 2.99758 3.06588 -0.47210
C 2.95527 2.92362 0.85379
C 3.85128 1.97742 1.55265
O 3.81207 1.84537 2.76237
C 4.79624 1.19695 0.72596
C 4.83863 1.33911 -0.59946
C 3.94295 2.28499 -1.29820
O 3.98215 2.41661 -2.50823
H 2.34815 3.75352 -1.00100
H 2.26968 3.48805 1.47386
H 5.44530 0.50939 1.25393
H 5.52410 0.77457 -1.21945
C 5.76637 -7.28383 2.06801
C 6.42164 -6.63641 1.10333
C 6.61323 -5.17069 1.15695
O 7.20918 -4.57865 0.27590
C 6.05205 -4.45215 2.32089
C 5.39775 -5.10035 3.28458
C 5.20623 -6.56414 3.23171
O 4.60923 -7.15399 4.11470
H 5.61589 -8.35601 2.04504
H 6.83906 -7.14782 0.24466
H 6.20099 -3.38236 2.34500
H 4.98040 -4.58893 4.14268
C 4.98114 -1.50343 6.06622
C 5.02627 -0.60473 7.05016
C 5.86231 0.60961 6.94145
O 5.90574 1.42917 7.83934
C 6.64451 0.78941 5.69970
C 6.59908 -0.10962 4.71593
C 5.76324 -1.32331 4.82498
O 5.71903 -2.14498 3.92560
H 4.37476 -2.39869 6.12942
H 4.45904 -0.72123 7.96536
H 7.25061 1.68443 5.63647
H 7.16609 0.00649 3.80054
C -2.40601 -0.59101 9.72518
C -1.58971 -1.31571 8.95900
C -0.16436 -1.49023 9.30916
O 0.58254 -2.15080 8.60818
C 0.32114 -0.83301 10.54054
C -0.49499 -0.10828 11.30683
C -1.92084 0.06675 10.95721
O -2.66641 0.72600 11.65665
H -3.45234 -0.45187 9.48375
H -1.92923 -1.80476 8.05356
H 1.36759 -0.97239 10.78168
H -0.15548 0.38042 12.21166
```

Properties
Lowest unoccupied orbital energy = -1.93 eV
Kohn-Sham gap = 6.408 eV
SMILES = CCCCc1nc2cc(N=C=S)c(NCC)c([PH2]=S)c2nc1[C@H](Cl)[C@@H](C)Cl.O=C1C=CC(=O)C=C1.O=C1C=CC(=O)C=C1.O=C1C=CC(=O)C=C1.O=C1C=CC(=O)C=C1.O=C1C=CC(=O)C=C1.O=C1C=CC(=O)C=C1.O=C1C=CC(=O)C=C1.O=C1C=CC(=O)C=C1
Spin multiplicity = 1
HOMO = -8.3 eV

No. 2
A structure of composition C19H46Cl2CrO3P2S. Source: the OMol25 dataset; level of theory: wB97M-V/def2-TZVPD.

Geometry as XYZ:
```
74
Properties=species:S:1:pos:R:3
Cr 0.74125 0.36148 -0.80943
Cl -1.57983 0.28424 -0.84901
P 0.64392 2.23812 -2.23698
C -0.23557 3.80159 -1.83683
C 2.45390 2.47777 -2.44777
C -0.16632 1.52662 -3.76854
C -0.40640 4.05483 -0.33988
H -1.22162 3.57156 -2.26421
C 0.33306 5.04050 -2.52629
H 1.40251 5.18528 -2.31399
H -0.20985 5.92976 -2.15239
H 0.20845 5.01703 -3.61953
H -0.89916 3.21914 0.17634
H -1.03707 4.94971 -0.18435
H 0.55335 4.24382 0.16201
H -1.21957 1.58188 -3.43989
C 0.12074 0.04207 -4.05287
C -0.02339 2.37161 -5.03801
H -0.55472 3.32634 -4.95116
H -0.47320 1.80808 -5.86605
H 1.02399 2.58019 -5.29127
H 0.10410 -0.62979 -3.17293
H 1.06666 -0.10377 -4.59887
H -0.69813 -0.34152 -4.71258
C 3.00049 3.15838 -1.19145
H 2.53990 3.11033 -3.34404
C 3.16679 1.13396 -2.62721
H 2.51761 4.11150 -0.96422
H 4.07459 3.33735 -1.29262
H 2.86840 2.48960 -0.32621
H 3.08090 0.53078 -1.69750
H 4.24049 1.30540 -2.78816
H 2.78371 0.52991 -3.45803
Cl 2.32684 0.06964 0.87581
H 0.61480 1.72570 -0.12278
P -1.45819 -1.59780 2.68050
C -2.84957 -2.56126 2.08782
C -0.15180 -2.60938 3.42920
C -1.89466 -0.03274 3.44234
C -2.64943 -3.02420 0.63479
H -3.64788 -1.79469 2.06010
C -3.23204 -3.66932 3.05864
H -2.46703 -4.46361 3.10023
H -4.15662 -4.12147 2.67346
H -3.45083 -3.27805 4.06359
H -2.32820 -2.17742 -0.00330
H -3.60529 -3.42355 0.26667
H -1.89001 -3.81282 0.53337
H -2.63872 0.35576 2.73816
C -0.76136 1.01362 3.46083
C -2.58285 -0.22513 4.80134
H -3.59138 -0.62898 4.69510
H -2.70651 0.74166 5.29238
H -2.02974 -0.85643 5.50157
H -0.05618 0.93429 2.62842
H -0.18603 0.98950 4.39651
H -1.20171 2.01249 3.41399
C 0.53443 -3.59998 2.48333
H -0.75424 -3.14125 4.18596
C 0.94113 -1.75079 4.06692
H -0.15265 -4.25233 1.91890
H 1.20323 -4.23067 3.08502
H 1.13692 -3.02789 1.75613
H 1.43502 -1.16443 3.27396
H 1.68332 -2.44143 4.50773
H 0.57663 -1.10009 4.87100
C 2.33796 -3.67502 -1.51305
S 0.62145 -3.10902 -1.49113
O 0.11976 -3.36301 -2.83275
O -0.05796 -3.88230 -0.43716
O 0.66419 -1.65723 -1.14784
H 2.36730 -4.67858 -1.95505
H 2.79122 -3.72160 -0.51843
H 2.94668 -3.01395 -2.13836
```

Properties
Expectation value of S² = 3.852
Lowest unoccupied orbital energy (spin up / spin down) = 2.44 / 2.43 eV
Charge = -1
Kohn-Sham gap (spin up / spin down) = 5.611 / 5.601 eV
Spin multiplicity = 4
HOMO (spin up / spin down) = -3.2 / -3.2 eV

No. 3
A cluster of 2 separate species, H3N3O3S in total. Source: the OMol25 dataset; level of theory: wB97M-V/def2-TZVPD.

Geometry as XYZ:
```
10
Properties=species:S:1:pos:R:3
N -0.17465 -2.37351 2.07326
N 0.14830 -1.95717 1.08156
N 0.16580 -1.33316 0.05732
O 2.25238 -0.49872 -0.47642
O 1.15383 -1.32866 -0.86199
O -1.67460 0.95974 -0.35590
S -0.58620 2.20943 -0.40339
H -2.39713 1.14236 -0.96950
H 2.06754 0.36423 -0.88421
H -0.95528 2.81546 0.73928
```

Properties
Lowest unoccupied orbital energy = 0.18 eV
Kohn-Sham gap = 9.743 eV
Spin multiplicity = 1
HOMO = -9.6 eV
Relative energy (zero: lowest compared OMol25 entry of this formula, charge and spin) = 101.3 kcal/mol

Taking the records one at a time from the top gives max |F| values of 6.54, 4.93, 4.32 eV Å⁻¹.